Record 1
Computed, not measured: C24H20N4O14SV2 as an isolated structure in a non-equilibrium geometry, with ωB97M-V with the def2-TZVPD basis set.

Each line ends with the Löwdin charge.
Positions of all 65 atoms, in Å:
1 V -1.13 3.63 -0.39  1.35
2 V -0.60 -1.41 -1.39  1.21
3 S -0.68 1.04 -0.32  0.45
4 O 1.78 -2.94 1.60  0.20
5 O -0.02 2.28 6.99  0.11
6 O -6.53 3.43 3.92  0.11
7 O -1.73 -1.21 -2.40  -0.15
8 O -1.35 4.13 1.06  -0.11
9 O 1.20 -1.91 -0.19  -0.09
10 O -1.86 1.81 -0.86  -0.32
11 O 0.14 0.49 -1.45  -0.34
12 O -0.12 0.24 6.28  0.09
13 O -4.48 4.10 4.10  0.08
14 O 0.08 2.14 0.33  -0.29
15 O -0.99 -0.20 0.39  -0.27
16 O 1.13 -1.23 -3.19  -0.04
17 O 2.61 -1.85 -4.60  0.17
18 N 1.78 -2.88 0.41  -0.28
19 N 1.66 -1.19 -4.31  -0.28
20 N -5.33 3.29 3.78  -0.36
21 N 0.19 1.41 6.18  -0.35
22 C 3.75 -5.89 -0.41  -0.02
23 C 1.14 -0.27 -5.31  -0.15
24 C 2.79 -3.62 -1.69  0.01
25 C 4.08 -5.62 -1.75  -0.01
26 C -4.86 2.04 3.17  -0.15
27 C -3.12 0.52 2.71  -0.09
28 C 2.96 -5.00 0.29  0.02
29 C 0.71 0.22 -7.58  -0.03
30 C -3.53 1.68 3.36  0.00
31 C 2.16 2.60 2.62  -0.09
32 C 0.83 1.79 4.91  -0.14
33 C -5.36 0.02 1.99  -0.05
34 C -5.76 1.24 2.49  0.01
35 C -4.00 -0.32 2.05  -0.07
36 C 0.33 1.88 -5.87  -0.05
37 C 2.52 -3.85 -0.34  -0.15
38 C 0.42 1.53 -7.21  -0.03
39 C 3.58 -4.49 -2.38  -0.04
40 C 0.86 3.13 4.57  0.00
41 C 0.70 0.97 -4.90  0.00
42 C 2.16 1.26 3.01  -0.08
43 C 1.41 0.83 4.10  0.00
44 C 1.16 -0.67 -6.63  0.02
45 C 1.49 3.53 3.41  -0.07
46 H 1.29 -0.23 4.28  0.12
47 H 2.81 -5.19 1.35  0.14
48 H -6.75 1.65 2.32  0.13
49 H 0.01 2.87 -5.58  0.11
50 H 0.39 3.84 5.24  0.13
51 H 0.62 -0.08 -8.61  0.13
52 H 4.84 -6.24 -2.21  0.13
53 H 2.61 0.49 2.39  0.11
54 H 0.51 1.24 -3.87  0.10
55 H 3.82 -4.30 -3.42  0.12
56 H 2.40 -2.76 -2.22  0.08
57 H 1.44 4.56 3.06  0.11
58 H -3.65 -1.19 1.52  0.10
59 H -2.93 2.28 4.03  0.12
60 H 1.66 -1.60 -6.86  0.13
61 H 2.64 2.88 1.69  0.10
62 H -6.11 -0.59 1.51  0.11
63 H 4.13 -6.79 0.04  0.12
64 H 0.17 2.23 -7.99  0.12
65 H -2.07 0.28 2.81  0.10

Its charge is +2. The calculation puts the HOMO energy (alpha / beta) at -14.0818 / -14.0822 eV. The frontier orbital gap (alpha / beta) comes out at 4.4 / 4.8 eV. As for the expectation value of S²: 2.06. The spin multiplicity is 3.



Record 2
Computed, not measured: C28H36HfN6OSe2Te2 as an isolated structure, with ωB97M-V with the def2-TZVPD basis set.

Each line ends with the Löwdin charge.
Positions of all 76 atoms, in Å:
1 Hf -1.20 0.05 -0.27  1.09
2 Te -2.94 -0.84 -3.39  0.20
3 Te -4.32 -2.23 -1.53  0.20
4 Se -2.66 1.28 -2.05  -0.06
5 Se -2.55 -2.18 0.24  -0.07
6 O -0.15 1.82 -0.08  -0.23
7 N -1.76 0.44 1.75  -0.08
8 N -0.65 3.76 -1.12  0.18
9 N 1.90 4.74 -3.18  0.15
10 N 0.53 -0.98 0.64  -0.05
11 N 0.13 -0.06 -2.23  0.09
12 N 3.41 1.18 -1.21  0.21
13 C 0.73 -3.55 -2.77  -0.07
14 C -4.77 0.94 1.34  -0.05
15 C 1.74 3.90 -2.40  -0.24
16 C 3.41 -0.55 3.31  -0.06
17 C -3.32 2.99 1.37  -0.04
18 C 0.59 -3.21 -1.29  -0.42
19 C -1.27 -0.36 3.82  0.00
20 C -0.90 -0.39 2.48  -0.37
21 C 0.52 0.19 -5.60  -0.07
22 C 4.22 -2.74 -0.45  -0.06
23 C -2.65 0.94 2.62  -0.23
24 C -4.58 2.31 3.41  -0.06
25 C 0.20 -1.04 1.91  -0.12
26 C 1.49 2.85 -1.49  -0.21
27 C 2.30 1.22 1.91  -0.06
28 C 1.80 -1.55 0.27  -0.14
29 C 2.99 -1.11 0.87  -0.14
30 C 0.21 -4.46 -0.49  -0.07
31 C 4.18 -1.74 0.50  -0.06
32 C 1.83 -2.58 -0.70  -0.14
33 C 1.07 0.99 -4.40  -0.18
34 C 3.23 0.01 1.89  -0.36
35 C 0.60 0.43 -3.16  -0.19
36 C 0.24 2.77 -0.87  -0.48
37 C -3.82 1.80 2.19  -0.54
38 C -2.37 0.48 3.92  -0.01
39 C 2.53 1.92 -1.29  -0.23
40 C 3.05 -3.15 -1.05  -0.04
41 H 4.07 -1.42 3.30  0.08
42 H -0.24 -2.51 -1.20  0.01
43 H -0.25 -3.74 -3.21  0.08
44 H 1.43 1.09 2.55  0.07
45 H 1.95 1.48 0.91  0.03
46 H -2.91 0.74 4.81  0.10
47 H -5.02 1.49 3.98  0.09
48 H 0.73 2.02 -4.45  0.13
49 H -2.74 3.68 2.00  0.10
50 H -4.30 0.66 0.40  0.00
51 H -1.47 3.84 -0.55  0.09
52 H -5.04 0.02 1.87  0.09
53 H -2.67 2.65 0.57  0.00
54 H 1.04 -5.16 -0.49  0.08
55 H 5.17 -3.19 -0.73  0.11
56 H 5.11 -1.41 0.95  0.12
57 H -0.56 0.15 -5.57  0.06
58 H 3.08 -3.95 -1.78  0.11
59 H 0.81 -1.64 2.58  0.15
60 H 2.46 -0.86 3.75  0.06
61 H 1.34 -4.44 -2.92  0.07
62 H -3.92 2.88 4.07  0.09
63 H 0.83 0.69 -6.52  0.08
64 H 2.16 1.00 -4.40  0.13
65 H -0.35 4.56 -1.66  0.10
66 H -5.39 2.97 3.09  0.09
67 H -4.16 3.53 0.93  0.10
68 H 0.91 -0.82 -5.61  0.08
69 H -0.01 -4.19 0.55  0.07
70 H 1.19 -2.73 -3.32  0.07
71 H 3.85 0.20 3.96  0.08
72 H -0.79 -0.90 4.63  0.12
73 H 4.21 0.41 1.60  0.12
74 H -0.67 -4.94 -0.92  0.08
75 H 2.85 2.08 2.30  0.09
76 H -5.68 1.49 1.11  0.09

The calculation puts the HOMO energy at -7.4741 eV. The frontier orbital gap comes out at 6.7 eV. Its energy above the lowest of the compared OMol25 structures with the same formula, charge and spin is 59.4 kJ/mol. The spin multiplicity is 1.



Record 3
Computed, not measured: the molecule C4H5N3 in a non-equilibrium geometry, with ωB97M-V with the def2-TZVPD basis set.

Each line ends with the Löwdin charge.
Positions of all 12 atoms, in Å:
1 N -1.85 -0.23 0.01  0.03
2 N 0.44 -1.17 -0.08  0.09
3 N 2.17 0.05 -0.02  0.08
4 C -1.26 1.04 -0.01  -0.18
5 C 0.86 0.11 0.11  -0.46
6 C -0.92 -1.22 -0.04  -0.22
7 C 0.08 1.27 0.10  -0.06
8 H 2.62 0.98 -0.03  0.12
9 H -1.48 -2.18 0.32  0.13
10 H 0.21 2.42 -0.23  0.15
11 H 2.69 -0.96 -0.08  0.20
12 H -1.91 2.00 -0.27  0.14

The calculation puts the HOMO energy at -8.9166 eV. As for the SMILES: Nc1ccncn1. The frontier orbital gap comes out at 9.8 eV. Its energy above the lowest of the compared OMol25 structures with the same formula, charge and spin is 232.4 kJ/mol. The spin multiplicity is 1.



Record 4
Computed, not measured: C37H43Cl5PSi4TeW as an isolated structure, with ωB97M-V with the def2-TZVPD basis set.

Each line ends with the Löwdin charge.
Positions of all 92 atoms, in Å:
1 W 2.57 -0.39 -0.70  1.18
2 Te 0.10 -0.83 -2.05  1.13
3 Cl 1.63 1.14 -4.33  0.65
4 Cl 3.91 1.89 -6.25  0.72
5 Cl 6.88 1.77 -5.32  0.73
6 Cl 5.14 0.00 -0.49  0.76
7 Cl 7.54 0.85 -2.38  0.73
8 P 2.98 -0.74 2.50  1.11
9 Si -3.35 -1.46 -2.70  0.32
10 Si -2.55 2.26 -1.90  0.35
11 Si -2.21 0.02 -1.23  0.30
12 Si -2.79 -0.32 1.04  0.36
13 C 4.87 0.50 -2.17  -0.64
14 C -3.03 -0.89 -4.46  -0.21
15 C 3.46 -2.69 6.04  -0.07
16 C 3.53 0.49 -2.51  -0.35
17 C 2.66 -1.81 3.94  -0.40
18 C 0.94 -1.51 0.60  -0.31
19 C 2.71 -3.19 -0.79  -0.09
20 C 1.95 2.45 -0.59  -0.12
21 C 1.43 3.70 -0.22  -0.07
22 C -1.38 2.72 -3.28  -0.22
23 C 2.20 -1.72 1.16  -0.50
24 C 1.47 -2.52 4.11  -0.09
25 C -2.30 3.40 -0.43  -0.20
26 C 3.65 -1.90 4.91  -0.10
27 C 5.62 1.30 -4.26  -0.69
28 C 1.42 -3.24 -1.14  -0.16
29 C 5.93 0.88 -2.96  -0.71
30 C 1.01 3.91 1.06  -0.04
31 C 0.66 3.12 3.34  -0.03
32 C -4.62 0.10 1.03  -0.20
33 C -5.18 -1.45 -2.33  -0.21
34 C 1.70 1.63 1.68  -0.19
35 C 1.85 0.66 2.73  -0.33
36 C 1.12 2.88 2.02  -0.17
37 C 1.28 -3.31 5.23  -0.07
38 C -2.71 -3.22 -2.50  -0.22
39 C -1.93 0.84 2.22  -0.19
40 C 3.27 0.95 -3.80  -0.69
41 C 2.10 1.40 0.31  -0.24
42 C 4.29 1.35 -4.67  -0.70
43 C 0.76 2.16 4.30  -0.06
44 C 2.27 -3.39 6.20  -0.07
45 C -4.34 2.38 -2.47  -0.21
46 C 0.39 -2.36 -0.53  -0.56
47 C 3.16 -2.32 0.30  -0.31
48 C 1.37 0.94 3.99  -0.08
49 C -2.55 -2.10 1.58  -0.20
50 H -4.78 1.14 0.72  0.03
51 H -0.35 2.75 -2.92  -0.01
52 H 0.35 -3.86 5.36  0.11
53 H -3.51 -1.58 -5.16  0.04
54 H 0.69 -2.45 3.36  0.10
55 H -0.55 -2.86 -0.30  0.08
56 H -5.04 2.07 -1.70  0.02
57 H -1.96 -0.87 -4.70  0.02
58 H -4.56 3.43 -2.71  0.04
59 H 4.23 -2.75 6.79  0.11
60 H 2.12 -4.00 7.08  0.11
61 H -2.21 1.88 2.01  0.02
62 H -5.72 -2.01 -3.10  0.04
63 H 4.18 -2.41 0.64  0.09
64 H -2.85 -3.58 -1.48  0.02
65 H -1.43 2.02 -4.11  0.02
66 H 1.09 -3.91 -1.93  0.12
67 H -3.07 -2.26 2.53  0.04
68 H -2.95 -2.82 0.86  0.02
69 H -2.25 0.62 3.24  0.05
70 H 1.50 0.20 4.78  0.10
71 H 0.39 2.34 5.30  0.11
72 H 0.22 4.09 3.56  0.12
73 H -4.52 1.79 -3.36  0.02
74 H -1.66 -3.32 -2.76  0.00
75 H -5.39 -1.93 -1.38  0.02
76 H -5.60 -0.45 -2.31  0.02
77 H 3.44 -3.79 -1.30  0.12
78 H -5.21 -0.54 0.37  0.01
79 H -5.01 -0.01 2.04  0.04
80 H -1.63 3.71 -3.67  0.04
81 H -3.27 -3.88 -3.16  0.04
82 H -3.44 0.10 -4.64  0.02
83 H -1.32 3.25 0.03  0.00
84 H 0.23 -0.87 1.12  0.08
85 H -0.85 0.78 2.20  0.00
86 H 2.24 2.32 -1.62  0.06
87 H 0.58 4.86 1.36  0.12
88 H 4.58 -1.36 4.78  0.10
89 H -3.07 3.24 0.33  0.03
90 H -1.49 -2.34 1.75  0.01
91 H -2.36 4.44 -0.75  0.05
92 H 1.35 4.48 -0.97  0.12

Its charge is +1. The calculation puts the HOMO energy (alpha / beta) at -10.0821 / -10.6306 eV. The frontier orbital gap (alpha / beta) comes out at 6.6 / 6.6 eV. Its energy above the lowest of the compared OMol25 structures with the same formula, charge and spin is 158.0 kJ/mol. As for the expectation value of S²: 2.05. The spin multiplicity is 3.



Record 5
Computed, not measured: a 2-piece molecular cluster, C5H8S2 overall in a non-equilibrium geometry, with ωB97M-V with the def2-TZVPD basis set.

Each line ends with the Löwdin charge.
Positions of all 15 atoms, in Å:
1 S 2.93 1.11 -0.43  0.73
2 S 4.22 -1.49 0.54  0.55
3 C 0.78 -0.19 0.90  0.08
4 C 3.02 -0.46 0.17  -1.17
5 C -0.19 0.79 -1.26  -0.09
6 C -1.47 0.01 0.64  -0.08
7 C -0.11 0.16 0.01  -0.46
8 H -1.37 -0.11 1.72  0.07
9 H -1.25 1.15 -1.42  0.11
10 H -2.16 0.84 0.46  0.08
11 H 0.03 0.21 -2.08  0.07
12 H 0.56 1.58 -1.23  0.04
13 H 4.17 1.24 -1.09  -0.08
14 H 0.82 -0.40 1.94  0.06
15 H -1.92 -0.88 0.13  0.11

The calculation puts the HOMO energy (alpha / beta) at -7.7292 / -7.7290 eV. The frontier orbital gap (alpha / beta) comes out at 7.6 / 7.6 eV. Its energy above the lowest of the compared OMol25 structures with the same formula, charge and spin is 479.7 kJ/mol. The spin multiplicity is 1.



Record 6
Computed, not measured: a 2-piece molecular cluster, C10H16O overall in a non-equilibrium geometry, with ωB97M-V with the def2-TZVPD basis set.

Each line ends with the Löwdin charge.
Positions of all 27 atoms, in Å:
1 O 0.72 -1.89 1.94  0.04
2 C -0.74 -0.40 0.71  -0.02
3 C 1.97 3.61 -0.85  -0.12
4 C -1.62 -0.28 -0.38  -0.06
5 C -0.18 -1.63 0.94  -0.33
6 C -2.03 -1.32 -1.18  -0.29
7 C 2.07 3.11 0.59  -0.34
8 C 3.43 3.32 1.17  -0.14
9 C -2.96 -1.15 -2.35  -0.05
10 C -1.47 -2.56 -0.85  -0.05
11 C -0.57 -2.73 0.18  -0.02
12 H 4.08 2.45 1.03  0.07
13 H 1.32 3.61 1.23  0.10
14 H 1.19 3.12 -1.41  0.06
15 H 3.40 3.39 2.27  0.07
16 H -2.86 -2.00 -3.03  0.07
17 H 2.93 3.41 -1.32  0.07
18 H -4.00 -1.14 -2.03  0.08
19 H -0.14 -3.70 0.41  0.12
20 H -1.76 -3.46 -1.39  0.11
21 H -2.69 -0.26 -2.90  0.08
22 H 1.80 2.06 0.67  0.09
23 H 1.74 4.67 -0.85  0.07
24 H 3.91 4.21 0.77  0.07
25 H -1.99 0.73 -0.55  0.11
26 H -0.54 0.57 1.15  0.11
27 H 0.79 -1.14 2.55  0.11

The calculation puts the HOMO energy at -8.4544 eV. As for the SMILES: Cc1ccc(O)cc1.CCC. The frontier orbital gap comes out at 9.2 eV. Its energy above the lowest of the compared OMol25 structures with the same formula, charge and spin is 94.2 kJ/mol. The spin multiplicity is 1.



Record 7
Computed, not measured: C26H25FI2N3OReSSi as an isolated structure in a non-equilibrium geometry, with ωB97M-V with the def2-TZVPD basis set.

Each line ends with the Löwdin charge.
Positions of all 61 atoms, in Å:
1 Re -0.48 -0.27 0.35  1.56
2 I -3.54 1.05 6.86  0.95
3 I -3.58 -3.59 2.99  0.98
4 S -0.46 -4.12 -2.28  1.15
5 Si 3.21 -0.17 0.29  0.51
6 F -2.79 3.92 -3.60  0.09
7 O -2.05 -1.42 1.35  -0.26
8 N -0.13 -1.82 -1.09  -0.07
9 N -0.83 -3.60 0.30  0.12
10 N -1.16 1.04 1.87  -0.06
11 C -2.35 -0.91 2.49  -0.44
12 C -2.35 1.01 -1.53  -0.11
13 C 0.81 -0.48 -2.96  -0.05
14 C -0.86 2.32 2.05  -0.08
15 C -3.06 -1.61 3.46  -0.61
16 C -2.23 3.04 -2.77  -0.27
17 C -0.95 3.28 -2.29  0.01
18 C -1.95 0.43 2.80  -0.13
19 C -0.38 2.37 -1.42  -0.13
20 C -2.94 1.91 -2.40  0.01
21 C 0.26 -1.64 -2.41  -0.30
22 C 1.16 -0.47 -4.29  -0.06
23 C 1.47 0.39 0.95  -0.35
24 C -1.06 1.22 -1.03  -0.30
25 C -3.03 0.27 4.96  -0.63
26 C 0.95 -1.58 -5.10  -0.06
27 C -3.37 -1.04 4.69  -0.21
28 C 3.58 0.48 -1.46  -0.17
29 C -1.98 2.41 4.17  0.00
30 C 0.43 -2.75 -4.58  -0.07
31 C 3.37 -2.07 0.44  -0.17
32 C 4.41 0.69 1.50  -0.18
33 C -2.34 1.06 4.01  -0.20
34 C -1.26 3.04 3.18  -0.01
35 C -0.50 -3.08 -0.88  -0.65
36 C 0.12 -2.77 -3.23  -0.45
37 H -1.21 -2.97 1.01  0.03
38 H -0.98 4.07 3.26  0.12
39 H -0.42 4.16 -2.60  0.13
40 H 3.18 -0.16 -2.24  0.00
41 H 1.48 0.02 1.99  0.03
42 H 1.56 1.48 1.03  0.00
43 H 4.65 0.53 -1.60  0.04
44 H -3.87 -1.64 5.44  0.09
45 H -2.91 0.12 -1.25  0.10
46 H 0.96 0.38 -2.33  0.07
47 H -0.27 2.79 1.29  0.11
48 H 4.40 -2.37 0.34  0.03
49 H -2.25 2.93 5.06  0.07
50 H 0.61 2.56 -1.04  0.09
51 H 1.19 -1.53 -6.15  0.11
52 H 4.35 1.77 1.42  0.03
53 H 3.18 1.48 -1.61  0.03
54 H 3.03 -2.40 1.42  0.03
55 H 0.27 -3.62 -5.19  0.12
56 H 4.20 0.44 2.53  0.03
57 H 1.62 0.41 -4.70  0.12
58 H 5.43 0.40 1.29  0.03
59 H -3.95 1.76 -2.76  0.13
60 H -1.17 -4.55 0.33  0.10
61 H 2.80 -2.59 -0.31  0.01

Its charge is +1. The calculation puts the HOMO energy (alpha / beta) at -10.7197 / -10.8514 eV. The frontier orbital gap (alpha / beta) comes out at 6.4 / 6.4 eV. Its energy above the lowest of the compared OMol25 structures with the same formula, charge and spin is 39.8 kJ/mol. As for the expectation value of S²: 1.24. The spin multiplicity is 2.



Question: What is the spin multiplicity in the fourth record?
Answer: 3



Question: What is the spin multiplicity in the third record?
Answer: 1



Question: Which value of spin multiplicity does entry 5 give?
Answer: 1